Record 1
21
Properties=species:S:1:pos:R:3:mulliken_charge:R:1 method="wB97M-V/def2-TZVPD" e_above_lowest_ev=1.520 e_homo_ev=-7.65 fmax_ev_per_a=1.26 lumo_ha=0.0270 orbital_gap_ha=0.3082
C 2.0224 1.2237 1.0840 -1.1574
P 1.1950 -0.1622 0.5771 0.8758
C 1.2033 -1.4845 1.8225 -1.1062
C 2.0511 -0.8651 -0.8831 -1.2284
N -0.4256 -0.2606 0.0324 -0.4037
C -1.4473 -0.0041 -0.6186 0.4121
C -2.7477 0.5867 -0.1694 -0.6071
C -3.4473 0.5550 -1.5249 -0.4386
S -2.0584 -0.2879 -2.3856 -0.1873
H 1.6360 1.6808 1.9806 0.3034
H 2.1764 1.9264 0.2725 0.2693
H 1.5574 -1.0820 2.7668 0.3486
H 0.2050 -1.9059 1.9372 0.3539
H 1.8934 -2.2570 1.4837 0.3252
H 1.9204 -0.1819 -1.7208 0.3679
H 3.1083 -0.9985 -0.6848 0.3719
H 1.5858 -1.8145 -1.1425 0.3595
H -3.2260 -0.0332 0.5922 0.2705
H -2.6193 1.5853 0.2556 0.2594
H -3.6224 1.5381 -1.9532 0.2979
H -4.3630 -0.0285 -1.5561 0.3134



Record 2
20
Properties=species:S:1:pos:R:3:mulliken_charge:R:1 method="wB97M-V/def2-TZVPD" e_above_lowest_ev=4.536 e_homo_ev="-12.45 / -12.45" charge=+1 fmax_ev_per_a=2.89 lumo_ha="-0.2425 / -0.2427" orbital_gap_ha="0.2149 / 0.2148"
C 0.4876 0.0040 -0.8839 -0.6680
C 0.4423 1.3302 -1.1739 0.6819
C -1.0337 -0.1088 0.9928 -0.1825
C 0.8743 1.7526 -2.5528 -1.2131
C -1.0068 0.0368 2.4490 -0.9298
C 0.1247 -2.1017 0.2339 -0.8867
N 0.1666 -0.6046 0.4459 0.3109
S -0.1039 2.5980 -0.1489 -0.1179
H 1.0069 -0.6596 -1.5046 0.2806
H -1.9881 -0.1735 0.4350 0.3654
H 1.5111 0.9746 -2.9505 0.3452
H 1.3713 2.6813 -2.3857 0.4196
H -0.0442 1.9292 -3.1891 0.2844
H -1.4957 0.9445 2.9070 0.3679
H 0.0472 0.1079 2.6483 0.2548
H -1.4105 -0.8659 3.0392 0.3245
H 0.0961 -2.2242 -0.8503 0.3656
H 0.9524 -2.6741 0.7238 0.3128
H -0.8439 -2.4800 0.5766 0.3585
H 0.8462 -0.4668 1.1883 0.3261



Record 3
19
Properties=species:S:1:pos:R:3:mulliken_charge:R:1 method="wB97M-V/def2-TZVPD" e_above_lowest_ev=2.928 e_homo_ev=-9.24 fmax_ev_per_a=0.28 lumo_ha=0.0407 orbital_gap_ha=0.3801
C 2.4401 0.9470 -0.8771 -0.8782
C 1.4852 0.0736 -0.6183 0.1767
O 1.0528 -1.1354 -1.0453 -0.4766
C 0.3057 -0.4417 0.0143 0.0380
C -1.0743 0.0470 -0.3542 0.7865
C -2.0491 -1.1257 -0.4452 -1.5117
C -1.5310 1.1000 0.6580 -1.4772
H 3.1842 0.7494 -1.6404 0.2565
H 2.4838 1.8789 -0.3259 0.2453
H 0.4027 -0.9343 0.9855 0.4175
H -0.9928 0.5172 -1.3426 0.2332
H -3.0394 -0.7841 -0.7651 0.4034
H -1.6941 -1.8702 -1.1650 0.3516
H -2.1616 -1.6179 0.5289 0.3415
H -1.6286 0.6677 1.6619 0.3521
H -2.5073 1.5067 0.3747 0.3949
H -0.8201 1.9318 0.7149 0.3461
H 3.0822 -0.9587 2.1320 0.1979
H 3.0617 -0.5514 1.5087 -0.1976



Record 4
19
Properties=species:S:1:pos:R:3:mulliken_charge:R:1 method="wB97M-V/def2-TZVPD" e_above_lowest_ev=4.820 e_homo_ev=-8.61 fmax_ev_per_a=1.86 lumo_ha=0.0188 orbital_gap_ha=0.3351
C 1.3430 0.5804 0.4873 -0.7820
C 0.4461 1.7392 0.1529 -0.4490
C -0.8190 1.2083 -0.5331 -0.8486
C -1.3271 0.0238 0.2587 0.0358
C -1.4179 -1.3187 -0.4259 -0.8310
C -0.3038 -0.9758 0.5173 -0.2243
O 1.4455 -1.9238 -0.7911 -0.7376
H 1.5934 0.4234 1.5352 0.3554
H 1.3479 -1.0273 -0.3568 0.3081
H 2.3119 0.6674 -0.0437 0.3535
H 0.9367 2.4629 -0.5156 0.3600
H 0.1519 2.2768 1.0593 0.2927
H -0.5652 0.8973 -1.5541 0.2668
H -1.5852 1.9826 -0.6099 0.3850
H -1.9901 0.2468 1.0805 0.3677
H -1.2558 -1.3284 -1.4975 0.1827
H -2.1677 -2.0391 -0.0804 0.2564
H -0.1334 -1.5458 1.4277 0.3883
H 1.9887 -2.3500 -0.1110 0.3204



Record 5
19
Properties=species:S:1:pos:R:3:mulliken_charge:R:1 method="wB97M-V/def2-TZVPD" e_above_lowest_ev=1.918 e_homo_ev=-9.41 fmax_ev_per_a=0.50 lumo_ha=0.0395 orbital_gap_ha=0.3852
C -2.6149 -0.9029 0.5034 -1.2236
C -1.3620 -0.4961 -0.2138 0.1829
C -0.3287 0.1283 0.3502 -0.8464
C 0.8915 0.6153 -0.3986 0.7227
C 2.1699 0.5817 0.4342 -1.5184
C 0.5550 2.0266 -0.8619 -0.1434
O 1.1060 3.0319 -0.4871 -0.4815
H -2.8380 -1.9637 0.3426 0.3150
H -2.5308 -0.7282 1.5803 0.3234
H -3.4765 -0.3336 0.1337 0.2955
H -1.3154 -0.7317 -1.2795 0.3513
H -0.3618 0.3741 1.4134 0.2245
H 0.9992 0.0088 -1.3104 0.3354
H 3.0552 0.6438 -0.2047 0.3762
H 2.2320 -0.3429 1.0153 0.3844
H 2.1997 1.4353 1.1175 0.3431
H -0.3026 2.0766 -1.5662 0.3630
H 0.6953 -2.4676 -0.1921 -0.2802
H 1.2270 -2.9557 -0.3763 0.2762



Record 6
19
Properties=species:S:1:pos:R:3:mulliken_charge:R:1 method="wB97M-V/def2-TZVPD" e_above_lowest_ev=3.693 e_homo_ev=-7.98 fmax_ev_per_a=1.89 lumo_ha=0.0351 orbital_gap_ha=0.3282
C 2.1407 0.2129 -0.3451 -1.2054
C 1.0217 -0.0855 0.6542 -0.5948
C -0.4269 -0.3265 0.1246 0.9466
C -0.4694 -1.1344 -1.1233 -1.4856
C -1.4162 -0.2369 1.2026 -0.7806
C -1.6487 0.8797 0.2437 -0.3909
O -0.7817 1.9862 0.0898 -0.5536
H 1.9426 1.1460 -0.8800 0.2916
H 2.2637 -0.5910 -1.0803 0.2968
H 3.1062 0.3262 0.1665 0.3616
H 1.0351 0.6624 1.4534 0.3279
H 1.2649 -1.0468 1.1568 0.3425
H -0.0845 -0.5121 -1.9483 0.2969
H 0.1677 -2.0233 -1.0729 0.3526
H -1.5031 -1.3857 -1.3510 0.4385
H -1.1140 -0.0332 2.2199 0.2957
H -2.1825 -1.0063 1.1021 0.2866
H -2.7035 1.2531 0.2515 0.4081
H -0.6122 1.9152 -0.8643 0.3655



Record 7
19
Properties=species:S:1:pos:R:3:mulliken_charge:R:1 method="wB97M-V/def2-TZVPD" e_above_lowest_ev=3.871 e_homo_ev=-8.25 fmax_ev_per_a=1.65 lumo_ha=0.0360 orbital_gap_ha=0.3390
C 2.7093 0.1580 -0.5609 -1.0911
C 1.2648 0.4957 -0.1339 -0.1063
C 1.0736 -0.5309 0.6858 -0.2873
O 0.7691 -0.5038 2.0002 -0.4815
H 2.7790 -0.1402 -1.5955 0.2396
H 3.2329 -0.6075 0.0510 0.3480
H 3.2311 1.0790 -0.3161 0.3370
H 0.9779 1.4974 0.1963 0.2420
H 1.3233 -1.5251 0.3249 0.4310
H -0.0931 -0.1025 2.1074 0.3525
C -1.5625 1.2300 -0.8599 -0.9150
C -2.0532 0.4267 0.0794 0.0554
C -2.1312 -1.0713 -0.0772 -0.9553
H -1.1502 0.8263 -1.7833 0.2680
H -1.5071 2.3085 -0.7375 0.3244
H -2.4125 0.8596 1.0144 0.4081
H -1.1331 -1.5252 -0.1470 0.1891
H -2.6586 -1.3276 -1.0016 0.3505
H -2.6595 -1.5470 0.7536 0.2907



Record 8
19
Properties=species:S:1:pos:R:3:mulliken_charge:R:1 method="wB97M-V/def2-TZVPD" e_above_lowest_ev=0.601 e_homo_ev=-9.41 fmax_ev_per_a=0.62 lumo_ha=0.0404 orbital_gap_ha=0.3862
C 1.7481 1.5185 -0.2243 -1.4809
C 0.2707 1.1730 0.0277 0.7168
C -0.6360 0.9141 -1.1804 -0.6329
O -1.3644 -0.2804 -0.9296 -0.4198
C -1.0746 -0.8667 0.3429 0.5193
C -0.8206 -2.3558 0.1136 -1.4784
C 0.1581 -0.1213 0.8814 -1.0855
H 1.9896 2.3094 -0.9549 0.3536
H 2.3353 0.6254 -0.4822 0.3659
H 2.1007 1.8656 0.7500 0.3659
H -0.1652 2.0035 0.6036 0.2757
H -1.3374 1.7543 -1.2600 0.2275
H -0.1249 0.8369 -2.1582 0.2800
H -1.9473 -0.7413 1.0130 0.2645
H -1.7043 -2.8565 -0.2978 0.3574
H -0.5208 -2.8767 1.0322 0.3528
H -0.0066 -2.4439 -0.6142 0.3572
H 1.0573 -0.7374 0.7353 0.3260
H 0.0754 0.0762 1.9590 0.3350



Repeat the sixth record exactly.
19
Properties=species:S:1:pos:R:3:mulliken_charge:R:1 method="wB97M-V/def2-TZVPD" e_above_lowest_ev=3.693 e_homo_ev=-7.98 fmax_ev_per_a=1.89 lumo_ha=0.0351 orbital_gap_ha=0.3282
C 2.1407 0.2129 -0.3451 -1.2054
C 1.0217 -0.0855 0.6542 -0.5948
C -0.4269 -0.3265 0.1246 0.9466
C -0.4694 -1.1344 -1.1233 -1.4856
C -1.4162 -0.2369 1.2026 -0.7806
C -1.6487 0.8797 0.2437 -0.3909
O -0.7817 1.9862 0.0898 -0.5536
H 1.9426 1.1460 -0.8800 0.2916
H 2.2637 -0.5910 -1.0803 0.2968
H 3.1062 0.3262 0.1665 0.3616
H 1.0351 0.6624 1.4534 0.3279
H 1.2649 -1.0468 1.1568 0.3425
H -0.0845 -0.5121 -1.9483 0.2969
H 0.1677 -2.0233 -1.0729 0.3526
H -1.5031 -1.3857 -1.3510 0.4385
H -1.1140 -0.0332 2.2199 0.2957
H -2.1825 -1.0063 1.1021 0.2866
H -2.7035 1.2531 0.2515 0.4081
H -0.6122 1.9152 -0.8643 0.3655